[1]
Formula: C40H36N7S2Ti
Source: OMol25
Level of theory: ωB97M-V/def2-TZVPD

Last column: Mulliken charge in e.
Element x y z (Å)
Ti  -0.0293  -0.5080  0.8119  0.12
C  -3.2862  0.1382  1.3488  -1.25
N  -2.3959  -0.4820  0.3074  1.65
C  -2.5422  0.3331  -0.9085  -0.12
C  -1.5794  -0.0704  -1.9928  -1.72
N  -0.1683  0.2483  -1.6368  2.27
C  0.0756  1.6876  -1.7936  -0.79
C  0.6943  -0.5640  -2.4708  -0.52
C  1.3532  -0.0439  -3.5752  -0.59
C  2.0958  -0.8647  -4.4206  -1.06
C  2.1337  -2.2294  -4.1835  -0.48
C  1.4948  -2.7531  -3.0639  -1.13
C  0.8140  -1.9313  -2.1575  1.03
S  0.1636  -2.5722  -0.6665  -0.35
C  -2.7991  -1.8710  0.1856  0.33
C  -3.5791  -2.3605  -0.8437  -0.45
C  -3.9031  -3.7144  -0.8939  -1.15
C  -3.4663  -4.5623  0.1102  -0.65
C  -2.7143  -4.0591  1.1721  -0.72
C  -2.3665  -2.7124  1.2249  0.55
S  -1.3493  -2.0319  2.4933  -0.54
H  -4.2635  0.3379  0.8952  0.46
H  -2.8407  1.0655  1.6911  0.00
H  -3.4128  -0.5359  2.1810  0.51
H  -2.3634  1.3616  -0.5988  -0.93
H  -3.5656  0.2919  -1.2908  0.56
H  -1.8497  0.4497  -2.9179  0.35
H  -1.6479  -1.1367  -2.1726  0.61
H  -0.5248  2.2396  -1.0812  -0.68
H  -0.1891  2.0329  -2.7994  0.46
H  1.1213  1.9073  -1.5934  0.41
H  1.2976  1.0129  -3.8001  0.36
H  2.6255  -0.4333  -5.2605  0.41
H  2.6739  -2.8860  -4.8575  0.38
H  1.5258  -3.8176  -2.8531  0.47
H  -3.9338  -1.7058  -1.6313  0.34
H  -4.4877  -4.0968  -1.7243  0.38
H  -3.6937  -5.6227  0.0635  0.36
H  -2.3601  -4.7118  1.9628  0.39
C  -5.5750  4.0486  -0.7838  -0.54
C  -4.4030  4.0319  -1.5328  -0.94
C  -3.1953  3.6517  -0.9588  0.64
C  -3.1128  3.2671  0.3959  -0.14
C  -4.3111  3.2946  1.1366  -0.46
C  -5.5139  3.6794  0.5580  -0.63
N  -1.9772  2.7306  0.9678  -0.19
C  -0.7915  3.3397  0.9311  -0.44
C  -0.6003  4.7082  0.5367  -0.95
C  0.6285  5.3222  0.5569  -0.68
C  1.7691  4.6113  0.9546  -1.04
C  1.6180  3.3035  1.3610  -0.18
C  0.3801  2.6352  1.3559  1.11
N  0.3422  1.2788  1.7880  1.11
N  1.2226  1.1111  2.7864  -1.18
C  1.6327  -0.1368  3.0332  0.18
C  2.4940  -0.3794  4.1396  -0.75
C  2.9819  -1.6325  4.3478  -0.39
C  2.6112  -2.6838  3.4798  -1.01
C  1.7621  -2.4028  2.4494  -0.50
N  1.2792  -1.1614  2.2106  1.20
H  -6.5163  4.3406  -1.2352  0.38
H  -4.4287  4.3182  -2.5794  0.37
H  -2.2930  3.6318  -1.5627  0.34
H  -4.2645  3.0040  2.1813  0.37
H  -6.4174  3.6905  1.1594  0.37
H  -1.4803  5.2668  0.2480  0.37
H  0.7122  6.3643  0.2637  0.38
H  2.7480  5.0765  0.9461  0.36
H  2.4817  2.7358  1.6771  0.46
H  2.7331  0.4578  4.7825  0.51
H  3.6542  -1.8261  5.1775  0.37
H  2.9771  -3.6925  3.6211  0.45
H  1.4247  -3.1708  1.7732  0.41
N  2.1178  -0.1435  -0.0754  0.50
C  3.0964  -0.7068  -0.1033  0.03
C  4.3075  -1.4871  -0.0770  0.04
C  4.4196  -2.6118  -0.8789  -0.07
C  5.5267  -3.4363  -0.7436  -0.68
C  6.5162  -3.1297  0.1784  -0.36
C  6.4084  -1.9869  0.9573  -0.66
C  5.3062  -1.1608  0.8279  -0.47
H  3.6295  -2.8389  -1.5842  0.37
H  5.6016  -4.3281  -1.3518  0.41
H  7.3679  -3.7876  0.2973  0.38
H  7.1764  -1.7472  1.6807  0.39
H  5.1960  -0.2786  1.4466  0.50

Cartesian forces (eV/Å) of the 2 atoms listed first:
Ti -2.3 -0.8 -1.5
C 0.0 -0.1 -0.2

Values from the calculation:
- HOMO-LUMO gap (spin up / spin down) (eV) = 5.30 / 5.34
- multiplicity = 3
- DFT total energy (eV) = -97283.849
- expectation value of S² = 2.021
- lowest unoccupied orbital energy (spin up / spin down) (eV) = 1.95 / 1.81
- E_HOMO (spin up / spin down) (eV) = -3.341 / -3.530
- charge = -1

---

[2]
Formula: C40H37Cl2F3N2O4S4SbSe2Ta
Source: OMol25
Level of theory: ωB97M-V/def2-TZVPD

Last column: Mulliken charge in e.
Element x y z (Å)
Ta  12.7152  13.6739  10.6718  0.36
O  9.4701  14.8532  13.5597  -0.73
C  10.1365  15.7728  14.3800  -0.02
C  9.3962  16.3289  15.4511  -0.42
C  9.9984  17.1691  16.3528  -0.57
C  11.2965  17.5577  16.1458  -0.68
C  12.0136  17.0778  15.0902  -0.48
C  11.4514  16.1142  14.2235  0.29
C  12.3456  15.3858  13.2491  0.55
O  11.7435  14.6278  12.3761  0.05
N  13.6159  15.4576  13.2910  -0.27
N  14.1874  14.7042  12.2630  0.60
C  15.4648  14.9754  12.1934  -0.28
S  16.6096  14.3075  11.0366  0.25
C  17.9507  15.5160  11.4266  -0.81
C  17.8731  15.8500  12.8658  -0.53
S  16.1782  16.1247  13.3204  0.02
H  9.9943  14.8352  12.7331  0.17
H  8.3160  16.1181  15.4820  0.39
H  9.4582  17.6431  17.1521  0.46
H  11.7493  18.2685  16.7861  0.47
H  13.0617  17.3832  14.9255  0.35
H  17.7656  16.3898  10.8041  0.30
H  18.8381  14.9607  11.1504  0.45
H  18.4879  16.7385  13.0837  0.40
H  18.2337  15.0054  13.4567  0.24
O  7.5568  14.1560  9.7568  -0.40
C  7.7314  13.2982  8.6414  -1.22
C  9.2363  12.8954  8.4434  2.31
C  9.2627  12.0425  7.1797  -1.33
O  10.4685  11.4162  6.7699  -0.49
C  10.1045  14.1520  8.2312  -1.40
Se  10.6645  14.9371  9.9339  -0.25
C  9.5161  12.0603  9.6897  -2.03
Se  11.4074  11.6054  9.8521  -0.14
H  6.6400  14.4785  9.7108  0.31
H  7.2856  13.8175  7.7671  0.48
H  7.1358  12.3665  8.8662  0.34
H  9.0364  12.6907  6.3338  0.42
H  8.4743  11.2833  7.2252  0.38
H  10.8144  10.8013  7.4376  0.36
H  9.5064  14.9750  7.7925  0.38
H  11.0163  13.9136  7.6644  0.53
H  9.0562  11.0858  9.5689  0.76
H  9.1496  12.5328  10.5877  0.71
S  14.6200  12.1845  9.8499  -0.07
C  15.2996  12.8573  8.4026  0.10
C  16.4140  12.2917  7.6817  -0.63
C  16.8451  12.8548  6.4801  -0.57
C  16.2689  14.0099  6.0143  -0.46
C  15.3582  14.7008  6.7940  -0.83
C  14.8892  14.1486  8.0076  0.61
S  13.6489  14.9516  8.9425  -0.28
H  16.7634  11.3226  8.0062  0.43
H  17.6831  12.3644  5.9587  0.34
H  16.4938  14.4617  5.0451  0.35
H  15.0392  15.7037  6.5342  0.43
F  10.0818  6.6576  14.9614  -0.35
C  10.7678  7.7533  14.5576  0.48
C  11.7570  8.2617  15.3765  -0.95
C  12.4263  9.3962  14.9494  -0.10
C  12.1487  10.0200  13.7176  -0.17
C  11.1451  9.4345  12.9279  -0.16
C  10.4828  8.2798  13.3141  -0.90
Sb  13.0672  11.9007  13.1447  1.58
C  12.5966  12.9609  14.9540  0.53
C  11.3122  12.6531  15.5183  0.05
C  10.8742  13.2719  16.7085  -0.59
C  11.7403  14.1311  17.3730  0.20
F  11.4792  14.7333  18.5356  -0.44
C  13.0090  14.3325  16.9057  -0.76
C  13.4071  13.8590  15.6418  -0.37
C  15.0451  11.3189  13.6560  0.75
C  15.7078  11.5664  14.8606  -0.41
C  17.0387  11.2126  15.0356  -0.71
C  17.7090  10.5620  14.0036  0.32
F  19.0324  10.3230  14.1215  -0.35
C  17.0375  10.1446  12.8640  -0.75
C  15.7139  10.5380  12.6973  -0.89
H  11.9075  7.7494  16.3034  0.48
H  13.1262  9.7738  15.6685  0.40
H  10.8752  9.9792  12.0663  0.21
H  9.7313  7.8466  12.6837  0.47
H  10.6100  11.9010  15.0492  -0.11
H  9.8299  13.2037  16.9953  0.14
H  13.6369  14.9507  17.5359  0.35
H  14.3870  14.1480  15.3073  0.55
H  15.1666  12.0412  15.6757  0.54
H  17.5943  11.4412  15.9300  0.46
H  17.5472  9.5775  12.1087  0.48
H  15.2399  10.1986  11.7617  0.28
Cl  7.9956  11.3266  16.4932  -0.12
C  6.9193  10.6899  15.2577  -0.43
Cl  7.3649  11.4126  13.7531  -0.03
H  5.8734  10.9401  15.5555  0.33
H  7.1433  9.6415  15.2477  0.26

Cartesian forces (eV/Å) of the 2 atoms listed first:
Ta -0.2 0.1 1.4
O 0.7 1.5 0.8

Values from the calculation:
- HOMO-LUMO gap (eV) = 6.60
- DFT total energy (eV) = -268572.012
- lowest unoccupied orbital energy (eV) = -0.95
- E_HOMO (eV) = -7.550

---

[3]
Formula: C40H37GeIN4O2STc
Source: OMol25
Level of theory: ωB97M-V/def2-TZVPD

Last column: Mulliken charge in e.
Element x y z (Å)
Tc  0.3005  -0.0786  -0.4378  -1.03
O  -0.6241  -0.5013  1.6360  0.73
C  -0.4538  0.4754  2.5968  0.82
C  -1.4886  0.8346  3.4468  -0.57
C  -1.2917  1.7404  4.4762  -0.83
C  -0.0359  2.2791  4.6880  -1.02
C  0.9886  1.9637  3.8188  -0.87
C  0.8105  1.0899  2.7387  0.99
C  1.9302  0.9586  1.8266  -0.58
N  1.8953  0.4807  0.6409  0.12
C  3.0844  0.5183  -0.1846  -0.93
C  2.7220  1.1211  -1.5527  -0.92
N  1.3559  0.7604  -1.9115  0.40
C  0.8885  1.1828  -3.0399  -0.69
C  -0.4367  1.0388  -3.5218  0.99
C  -0.7130  1.6227  -4.7800  -0.88
C  -1.9607  1.5917  -5.3354  -0.86
C  -2.9922  0.9348  -4.6559  -0.53
C  -2.7722  0.3729  -3.4269  -0.81
C  -1.5014  0.4079  -2.7981  0.46
O  -1.4051  -0.0753  -1.6012  -0.30
H  -2.4750  0.4179  3.3170  0.50
H  -2.1200  2.0000  5.1167  0.52
H  0.1474  2.9372  5.5218  0.45
H  1.9612  2.4092  3.9560  0.43
H  2.8680  1.3659  2.2140  0.31
H  3.4086  -0.5172  -0.3257  -0.10
H  3.8879  1.0987  0.2805  0.64
H  3.4217  0.7620  -2.3156  0.45
H  2.7945  2.2139  -1.5021  0.44
H  1.5614  1.7345  -3.6995  0.33
H  0.0996  2.1061  -5.3057  0.39
H  -2.1434  2.0583  -6.2898  0.41
H  -3.9696  0.8691  -5.1097  0.44
H  -3.5701  -0.1382  -2.9078  0.49
I  -1.2167  -2.6105  3.6667  0.05
C  -1.5847  -1.4825  1.8447  -1.07
H  -1.5034  -2.1881  1.0152  0.27
H  -2.6020  -1.0961  1.9231  0.49
C  -3.6858  1.0404  0.0709  -0.43
N  -3.4017  2.2679  0.7621  0.37
C  -4.3706  3.0363  1.3694  -0.28
C  -3.7874  4.1623  1.8292  -0.72
N  -2.4536  4.0779  1.5086  0.06
C  -2.2148  2.9243  0.8295  0.19
S  -0.7236  2.5043  0.2260  -0.44
H  -4.1403  0.3196  0.7536  0.36
H  -2.7691  0.6232  -0.3521  -0.35
H  -4.3853  1.2294  -0.7466  0.49
H  -5.3857  2.6999  1.4102  0.49
H  -4.2004  5.0143  2.3294  0.45
H  -1.7472  4.7671  1.7075  0.21
C  0.8603  -1.8080  -0.6672  0.90
Ge  1.5562  -3.5557  -1.1054  2.53
C  -0.0122  -4.7298  -1.3253  -0.22
C  -1.3000  -4.2157  -1.2575  0.41
C  -2.3905  -5.0495  -1.4347  -0.82
C  -2.2006  -6.3957  -1.6999  -0.48
C  -0.9176  -6.9112  -1.7815  -0.76
C  0.1715  -6.0809  -1.5855  -0.48
C  2.8061  -4.1990  0.2915  0.50
C  4.1028  -4.5656  -0.0413  -0.66
C  4.9532  -5.0789  0.9224  -0.62
C  4.5081  -5.2363  2.2242  -0.48
C  3.2129  -4.8783  2.5625  -0.68
C  2.3667  -4.3588  1.5992  -0.57
C  2.4577  -3.2163  -2.8265  -0.15
C  1.9066  -3.6961  -4.0049  -0.39
C  2.5064  -3.4217  -5.2210  -0.69
C  3.6626  -2.6615  -5.2652  -0.61
C  4.2173  -2.1756  -4.0923  -0.93
C  3.6124  -2.4479  -2.8791  0.13
H  -1.4265  -3.1510  -1.0872  -0.17
H  -3.3955  -4.6566  -1.3757  0.43
H  -3.0544  -7.0403  -1.8480  0.40
H  -0.7712  -7.9583  -2.0000  0.42
H  1.1794  -6.4730  -1.6390  0.45
H  4.4420  -4.4551  -1.0629  0.40
H  5.9609  -5.3626  0.6563  0.41
H  5.1685  -5.6446  2.9744  0.40
H  2.8631  -5.0113  3.5761  0.43
H  1.3524  -4.0830  1.8573  0.27
H  1.0031  -4.2894  -3.9634  0.38
H  2.0711  -3.7980  -6.1350  0.44
H  4.1344  -2.4478  -6.2124  0.41
H  5.1225  -1.5863  -4.1298  0.46
H  4.0441  -2.0725  -1.9595  0.39

Cartesian forces (eV/Å) of the 2 atoms listed first:
Tc 0.2 -6.4 -0.7
O 0.3 0.6 -0.3

Values from the calculation:
- HOMO-LUMO gap (eV) = 6.76
- DFT total energy (eV) = -129780.351
- lowest unoccupied orbital energy (eV) = -3.15
- E_HOMO (eV) = -9.914
- charge = +1

---

[4]
Formula: C40H37N4O3SSbZn
Source: OMol25
Level of theory: ωB97M-V/def2-TZVPD

Last column: Mulliken charge in e.
Element x y z (Å)
Zn  -0.1183  -0.2994  0.1579  -0.71
C  -3.6363  0.1411  -2.8242  -0.55
O  -3.6282  1.4327  -2.2142  -0.45
C  -2.4425  2.1194  -2.1767  0.03
C  -2.4706  3.4298  -2.6018  -0.44
C  -1.3282  4.2303  -2.5585  -0.77
C  -0.1578  3.6808  -2.0894  -0.86
C  -0.1058  2.3654  -1.6115  0.79
C  1.2127  1.8840  -1.1894  -0.32
N  1.3750  0.8556  -0.4648  1.40
N  2.6528  0.3422  -0.2583  -0.98
C  2.5288  -0.9263  0.0478  0.52
O  1.4143  -1.5949  0.1621  -0.58
C  3.7862  -1.7015  0.2569  0.39
C  4.9840  -1.0666  0.5739  -0.31
C  6.1367  -1.8126  0.7663  -0.62
C  6.1033  -3.1968  0.6310  -0.35
C  4.9118  -3.8306  0.3022  -0.79
C  3.7550  -3.0847  0.1215  -0.12
C  -1.2713  1.5464  -1.6295  0.97
O  -1.3501  0.3097  -1.1710  -0.98
H  -4.6764  -0.0674  -3.0662  0.27
H  -3.2444  -0.6231  -2.1604  0.05
H  -3.0473  0.1490  -3.7447  0.35
H  -3.4114  3.8153  -2.9782  0.45
H  -1.3634  5.2548  -2.9058  0.39
H  0.7544  4.2700  -2.0689  0.36
H  2.0975  2.4135  -1.5464  0.39
H  4.9934  0.0122  0.6629  0.44
H  7.0648  -1.3156  1.0205  0.37
H  7.0049  -3.7784  0.7781  0.38
H  4.8839  -4.9078  0.1856  0.39
H  2.8179  -3.5627  -0.1357  0.44
C  -1.7041  0.1897  4.7274  -1.32
C  -1.7681  -1.2714  5.0993  0.41
C  -1.9053  -1.6428  6.4356  -0.72
C  -1.9716  -2.9769  6.8106  -0.82
C  -1.9099  -3.9696  5.8438  -0.94
C  -1.7764  -3.6163  4.5082  -0.26
C  -1.6972  -2.2780  4.1282  0.85
Sb  -1.5742  -1.7785  2.0496  1.29
C  -3.6234  -1.4006  1.6043  0.15
C  -3.8170  -0.3766  0.6727  -0.32
C  -5.0926  -0.0162  0.2523  -1.17
C  -6.1872  -0.6813  0.7798  -0.82
C  -6.0004  -1.7029  1.7040  -0.78
C  -4.7318  -2.0852  2.1312  0.95
C  -4.6051  -3.2088  3.1313  -1.02
C  -1.3660  -3.7332  1.2273  1.34
C  -2.3373  -4.1667  0.3273  -0.80
C  -2.2044  -5.3789  -0.3383  -0.81
C  -1.0868  -6.1630  -0.1021  -0.75
C  -0.1129  -5.7321  0.7897  -0.62
C  -0.2223  -4.5165  1.4640  0.58
C  0.8839  -4.0803  2.3925  -1.37
H  -1.8589  0.8189  5.6050  0.41
H  -2.4601  0.4574  3.9856  0.33
H  -0.7344  0.4377  4.2876  0.26
H  -1.9649  -0.8687  7.1929  0.36
H  -2.0800  -3.2396  7.8559  0.39
H  -1.9715  -5.0144  6.1229  0.44
H  -1.7572  -4.3962  3.7555  0.34
H  -2.9693  0.1258  0.2229  0.07
H  -5.2092  0.7594  -0.4951  0.65
H  -7.1906  -0.4173  0.4650  0.39
H  -6.8620  -2.2268  2.1039  0.39
H  -5.5420  -3.7614  3.2021  0.48
H  -4.3585  -2.8348  4.1272  0.24
H  -3.8201  -3.9124  2.8466  0.07
H  -3.2106  -3.5518  0.1404  0.44
H  -2.9669  -5.7023  -1.0357  0.44
H  -0.9678  -7.1105  -0.6144  0.39
H  0.7609  -6.3502  0.9671  0.39
H  1.6639  -4.8401  2.4492  0.44
H  0.5276  -3.8968  3.4058  0.23
H  1.3413  -3.1618  2.0180  0.08
S  -1.1069  2.0592  1.7697  -0.19
C  0.1600  2.9630  2.3617  -0.15
N  0.0993  3.4114  3.6643  0.04
C  1.0361  4.1861  4.2482  -0.08
C  2.1313  4.5430  3.5418  -0.86
C  2.1936  4.0526  2.2191  0.09
N  1.2752  3.3155  1.6483  -0.17
H  -0.7266  3.1294  4.1727  0.23
H  0.8551  4.4788  5.2726  0.39
H  2.9058  5.1597  3.9680  0.41
H  3.0594  4.2881  1.6041  0.43

Cartesian forces (eV/Å) of the 2 atoms listed first:
Zn 0.1 -0.1 0.1
C 0.1 0.2 -0.1

Values from the calculation:
- HOMO-LUMO gap (eV) = 6.69
- DFT total energy (eV) = -119974.279
- lowest unoccupied orbital energy (eV) = -0.49
- E_HOMO (eV) = -7.171